# 1
Molecular formula: CH6NO3P2
Method: DFT, wB97M-V/def2-TZVPD

Values from the calculation:
F_max, eV/A: 4.787
Frontier orbital gap, eV: 6.8
Energy above the lowest of the compared OMol25 structures with the same formula, charge and spin, kcal/mol: 62.4
Charge: -1
HOMO energy, eV: -4.12

Positions of all 13 atoms, in Å:
C 0.722522 0.873827 0.886301
N 0.391939 -1.050940 -1.359898
O 0.963722 -1.843142 1.015977
O 2.723189 -0.576373 -0.315654
O -2.303875 -0.951340 0.913934
P -2.578162 -0.310134 -0.391959
P 1.273054 -0.681390 -0.064494
H -0.099191 1.369640 0.348261
H 0.004444 0.630121 1.819536
H 1.694181 1.393519 1.141859
H 0.801944 -0.719271 -2.145093
H 0.024847 -1.771037 1.063868
H -2.911228 -1.356673 -1.395994

Cartesian forces (eV/Å) of the 6 atoms listed first:
-1.533 -1.356 1.547
-2.719 -0.780 3.862
0.811 0.132 0.125
1.074 0.354 0.348
-0.192 -0.352 0.133
0.897 0.000 -0.832

Results of the Mulliken charge analysis, in e, for atoms 1 through 6: atom 1 (C): -0.848, atom 2 (N): -0.755, atom 3 (O): -0.560, atom 4 (O): -0.773, atom 5 (O): -0.436, atom 6 (P): 0.297

# 2
Molecular formula: CH6NPS
Method: DFT, wB97M-V/def2-TZVPD

Values from the calculation:
F_max, eV/A: 1.886
SMILES string: [H]/N=P/[H].CS
Frontier orbital gap, eV: 8.6
Energy above the lowest of the compared OMol25 structures with the same formula, charge and spin, kcal/mol: 51.7
HOMO energy, eV: -8.93

Positions of all 10 atoms, in Å:
H -2.465151 -2.176655 0.624837
N -1.898321 -2.372033 -0.148475
P -2.610497 -2.620727 -1.503141
H -1.421079 -2.883456 -2.188870
C 1.624655 2.052042 0.829872
S 1.292184 1.182802 -0.754895
H 2.708612 2.150407 0.832749
H 1.124362 3.041082 0.996496
H 1.086333 1.427062 1.563757
H 0.558902 0.199475 -0.252329

Cartesian forces (eV/Å) of the 6 atoms listed first:
-1.270 0.430 1.326
1.413 -0.234 -0.495
-0.470 -0.024 -0.089
0.349 -0.139 -0.737
-1.336 0.203 -0.021
-0.063 0.670 -0.236

Results of the Mulliken charge analysis, in e, for atoms 1 through 6: atom 1 (H): 0.227, atom 2 (N): -0.399, atom 3 (P): 0.135, atom 4 (H): 0.047, atom 5 (C): -0.682, atom 6 (S): -0.185

# 3
Molecular formula: CH6NPS
Method: DFT, wB97M-V/def2-TZVPD

Values from the calculation:
F_max, eV/A: 3.545
SMILES string: N#[PH]S.C
Frontier orbital gap, eV: 9.3
Energy above the lowest of the compared OMol25 structures with the same formula, charge and spin, kcal/mol: 78.2
HOMO energy, eV: -9.78

Positions of all 10 atoms, in Å:
N -2.759882 1.216778 1.255578
P -1.573587 1.661725 0.546177
S -0.329447 3.260239 1.171251
H -1.092327 1.631072 -0.682250
H -0.930437 3.455713 2.394703
C 1.345374 -2.232881 -0.929791
H 2.357507 -2.303741 -1.237618
H 1.327471 -1.617637 -0.110622
H 1.076833 -3.268228 -0.841148
H 0.578496 -1.803040 -1.566280

Cartesian forces (eV/Å) of the 6 atoms listed first:
-2.403 -1.478 1.032
1.829 2.584 1.596
-0.303 -0.192 0.568
0.626 -0.634 -2.397
0.258 -0.286 -0.803
-0.754 -1.084 -1.627

Results of the Mulliken charge analysis, in e, for atoms 1 through 6: atom 1 (N): -0.433, atom 2 (P): 0.421, atom 3 (S): -0.295, atom 4 (H): 0.099, atom 5 (H): 0.207, atom 6 (C): -1.022

# 4
Molecular formula: CH6NPS
Method: DFT, wB97M-V/def2-TZVPD

Values from the calculation:
F_max, eV/A: 3.404
SMILES string: C[S@@H](=N)=P
Frontier orbital gap, eV: 8.2
Energy above the lowest of the compared OMol25 structures with the same formula, charge and spin, kcal/mol: 118.5
HOMO energy, eV: -7.96

Positions of all 10 atoms, in Å:
C -0.080967 1.234876 0.778982
S 0.403731 -0.256506 -0.147745
N 0.277359 -1.579294 0.607363
P -0.417408 -0.207287 -2.098770
H -0.535203 2.122194 0.122694
H 0.637954 1.617492 1.610853
H -0.943365 0.788585 1.368970
H 1.885419 -0.113455 -0.075445
H -0.520968 -1.937055 0.042411
H -0.706553 -1.669550 -2.209314

Cartesian forces (eV/Å) of the 6 atoms listed first:
-1.575 1.655 0.998
3.209 0.697 -0.899
-1.412 -0.753 -0.208
-0.387 -0.174 0.074
1.312 -2.105 1.233
-0.761 -0.836 -1.904

Results of the Mulliken charge analysis, in e, for atoms 1 through 6: atom 1 (C): -0.710, atom 2 (S): 0.098, atom 3 (N): -0.586, atom 4 (P): -0.136, atom 5 (H): 0.331, atom 6 (H): 0.291

# 5
Molecular formula: CH6NS
Method: DFT, wB97M-V/def2-TZVPD

Values from the calculation:
F_max, eV/A: 2.080
Frontier orbital gap, eV: 7.0
Energy above the lowest of the compared OMol25 structures with the same formula, charge and spin, kcal/mol: 7.1
Charge: -1
HOMO energy, eV: -2.64

Positions of all 9 atoms, in Å:
S 1.720290 1.000603 1.585999
H 2.444898 2.087879 1.268940
C -0.544649 -0.752756 -0.916199
N -1.075394 -0.213273 0.411256
H -1.303493 -0.634824 -1.689969
H -0.176566 -1.804615 -0.752962
H 0.338554 -0.095674 -1.168301
H -0.302560 -0.376429 1.059052
H -1.101080 0.789089 0.202185

Cartesian forces (eV/Å) of the 6 atoms listed first:
0.224 0.161 0.037
-0.005 -0.064 0.014
1.082 0.729 1.620
-0.053 -0.830 -1.854
-0.011 -0.423 0.009
-0.599 0.977 -0.509

Results of the Mulliken charge analysis, in e, for atoms 1 through 6: atom 1 (S): -0.871, atom 2 (H): -0.061, atom 3 (C): -0.622, atom 4 (N): -0.654, atom 5 (H): 0.246, atom 6 (H): 0.230

# 6
Molecular formula: CH6NS
Method: DFT, wB97M-V/def2-TZVPD

Values from the calculation:
F_max, eV/A: 2.670
Frontier orbital gap, eV: 6.6
Energy above the lowest of the compared OMol25 structures with the same formula, charge and spin, kcal/mol: 11.4
Charge: -1
HOMO energy, eV: -2.50

Positions of all 9 atoms, in Å:
S -2.922185 0.136639 1.477353
H -2.852242 0.990526 2.536933
C 1.022711 0.346585 -0.769944
N 0.865535 -0.950824 -0.153137
H 1.897718 0.397740 -1.487326
H 1.095645 1.229330 -0.010264
H 0.104432 0.508058 -1.477914
H 0.181452 -0.971392 0.650070
H 0.606936 -1.686664 -0.765773

Cartesian forces (eV/Å) of the 6 atoms listed first:
0.138 0.243 0.327
-0.006 -0.300 -0.363
-1.501 1.299 -1.490
0.176 0.142 2.660
-0.565 -0.201 1.076
-0.209 -1.843 -1.337

Results of the Mulliken charge analysis, in e, for atoms 1 through 6: atom 1 (S): -0.912, atom 2 (H): -0.062, atom 3 (C): -0.565, atom 4 (N): -0.598, atom 5 (H): 0.233, atom 6 (H): 0.221

# 7
Molecular formula: CH6NS
Method: DFT, wB97M-V/def2-TZVPD

Values from the calculation:
F_max, eV/A: 3.684
Frontier orbital gap, eV: 6.8
Energy above the lowest of the compared OMol25 structures with the same formula, charge and spin, kcal/mol: 14.7
Charge: -1
HOMO energy, eV: -2.70

Positions of all 9 atoms, in Å:
S 1.403560 0.938279 1.176108
H 0.417912 1.604177 0.551948
C -1.883771 -1.238803 -0.966879
N -0.604612 -0.667565 -1.324207
H -2.152059 -1.632919 0.124709
H -2.096656 -2.009187 -1.623190
H -2.646625 -0.514741 -1.051250
H -0.610782 0.382254 -1.161500
H 0.166167 -0.736259 -0.587723

Cartesian forces (eV/Å) of the 6 atoms listed first:
-0.047 -0.114 -0.074
-0.015 0.090 0.035
-0.079 0.130 3.277
2.068 2.401 1.880
1.361 0.601 -1.757
-0.567 -1.782 -1.258

Results of the Mulliken charge analysis, in e, for atoms 1 through 6: atom 1 (S): -0.845, atom 2 (H): -0.109, atom 3 (C): -0.645, atom 4 (N): -0.646, atom 5 (H): 0.197, atom 6 (H): 0.257

# 8
Molecular formula: CH6O2
Method: DFT, wB97M-V/def2-TZVPD

Values from the calculation:
F_max, eV/A: 9.305
Frontier orbital gap, eV: 9.3
Energy above the lowest of the compared OMol25 structures with the same formula, charge and spin, kcal/mol: 67.7
HOMO energy, eV: -9.68

Positions of all 9 atoms, in Å:
C 1.503487 0.531239 -0.010011
H -0.105565 -0.728943 0.119072
H 2.601894 0.217439 0.141477
H 1.446328 1.347294 -0.879348
H 1.011871 1.095685 0.849218
H -2.881647 0.090232 -0.576734
H -2.859554 0.541636 0.748257
O 0.907057 -0.783345 -0.001624
O -1.936337 0.064498 -0.041110

Cartesian forces (eV/Å) of the 6 atoms listed first:
0.501 0.646 0.886
2.387 0.161 -0.419
-1.572 1.307 0.009
-0.258 -2.468 0.952
1.269 -0.508 -0.673
3.865 -0.761 0.373

Results of the Mulliken charge analysis, in e, for atoms 1 through 6: atom 1 (C): -0.435, atom 2 (H): 0.330, atom 3 (H): 0.208, atom 4 (H): 0.201, atom 5 (H): 0.196, atom 6 (H): 0.314

# 9
Molecular formula: CH6O2
Method: DFT, wB97M-V/def2-TZVPD

Values from the calculation:
F_max, eV/A: 3.453
SMILES string: CO.O
Frontier orbital gap, eV: 11.5
Energy above the lowest of the compared OMol25 structures with the same formula, charge and spin, kcal/mol: 13.0
HOMO energy, eV: -10.71

Positions of all 9 atoms, in Å:
C 1.051261 -0.430169 -0.031821
O 0.510921 0.941678 -0.108793
H 0.569136 -1.006829 -0.789981
H 2.199866 -0.377650 -0.030261
H 0.602994 -0.992864 0.856198
H 0.732727 1.254956 0.846735
O -1.971442 -0.028203 0.107454
H -2.578076 0.367104 -0.547835
H -1.117383 0.271980 -0.301694

Cartesian forces (eV/Å) of the 6 atoms listed first:
0.153 0.358 1.485
1.706 -0.636 2.934
0.442 -0.120 -1.273
-1.869 -0.503 -0.154
1.054 1.067 -0.511
-0.936 -0.238 -2.640

Results of the Mulliken charge analysis, in e, for atoms 1 through 6: atom 1 (C): -0.628, atom 2 (O): -0.565, atom 3 (H): 0.278, atom 4 (H): 0.243, atom 5 (H): 0.306, atom 6 (H): 0.347

# 10
Molecular formula: CH6O2
Method: DFT, wB97M-V/def2-TZVPD

Values from the calculation:
F_max, eV/A: 6.034
Frontier orbital gap, eV: 10.1
Energy above the lowest of the compared OMol25 structures with the same formula, charge and spin, kcal/mol: 85.8
HOMO energy, eV: -10.74

Positions of all 9 atoms, in Å:
C -1.171286 1.096686 0.314737
H 2.857097 -2.223960 0.911694
H 1.586274 -1.712348 -0.727441
H -0.915759 0.977691 -1.486244
H -0.567621 0.829431 1.282431
H -1.660094 2.038351 0.611119
H -1.796988 0.295463 0.190612
O 1.929171 -2.493039 -0.284811
O -0.260794 1.191724 -0.812099

Cartesian forces (eV/Å) of the 6 atoms listed first:
3.661 1.430 2.946
-3.690 -0.329 -4.763
0.456 0.991 0.613
0.757 0.182 -0.757
-0.730 0.419 -1.828
-0.088 -0.247 -0.709

Results of the Mulliken charge analysis, in e, for atoms 1 through 6: atom 1 (C): -0.579, atom 2 (H): 0.348, atom 3 (H): 0.328, atom 4 (H): 0.316, atom 5 (H): 0.193, atom 6 (H): 0.258

# 11
Molecular formula: CH6O2
Method: DFT, wB97M-V/def2-TZVPD

Values from the calculation:
F_max, eV/A: 4.141
Frontier orbital gap (alpha / beta), eV: 11.7 / 4.9
Energy above the lowest of the compared OMol25 structures with the same formula, charge and spin, kcal/mol: 20.2
Charge: +1
HOMO energy (alpha / beta), eV: -16.34 / -15.87
Multiplicity: 2

Positions of all 9 atoms, in Å:
C -0.158403 -0.585793 -0.783273
O -0.487668 0.281561 -1.892440
H 0.881976 -0.681683 -0.539853
H -0.675471 -0.284058 0.099330
H -0.437761 -1.569558 -1.303146
H 0.308412 0.833041 -2.120670
H 0.067947 1.303921 1.643967
H 0.665404 0.165756 2.574645
O -0.164432 0.536811 2.321441

Cartesian forces (eV/Å) of the 6 atoms listed first:
0.650 -0.959 -3.306
1.126 -0.113 1.735
0.751 0.667 -0.259
-1.605 -0.047 1.102
-0.605 0.577 1.234
-0.348 -0.187 -0.303

Results of the Mulliken charge analysis, in e, for atoms 1 through 6: atom 1 (C): -0.415, atom 2 (O): -0.088, atom 3 (H): 0.339, atom 4 (H): 0.342, atom 5 (H): 0.310, atom 6 (H): 0.442

# 12
Molecular formula: CH6O3
Method: DFT, wB97M-V/def2-TZVPD

Values from the calculation:
F_max, eV/A: 5.315
SMILES string: C=O.O.O
Frontier orbital gap, eV: 10.8
Energy above the lowest of the compared OMol25 structures with the same formula, charge and spin, kcal/mol: 15.0
HOMO energy, eV: -10.92

Positions of all 10 atoms, in Å:
C 0.329183 -0.932840 -0.450866
O 0.273446 0.176390 0.150054
H 1.011288 -1.684080 -0.192220
H -0.246489 -1.043491 -1.419139
O 1.517035 -1.242870 2.031197
H 1.167529 -0.396475 1.613831
H 0.734162 -1.699074 2.485577
O -1.895425 2.009420 -1.717056
H -1.226391 1.402842 -2.165718
H -2.575640 1.473802 -1.330695

Cartesian forces (eV/Å) of the 6 atoms listed first:
-1.325 5.123 -0.499
-0.049 -3.659 -1.822
0.895 -1.275 0.817
0.244 -0.076 0.959
-1.718 -0.077 0.755
0.280 -1.397 0.810

Results of the Mulliken charge analysis, in e, for atoms 1 through 6: atom 1 (C): -0.027, atom 2 (O): -0.498, atom 3 (H): 0.338, atom 4 (H): 0.182, atom 5 (O): -0.694, atom 6 (H): 0.390